No. 1
{
  "formula": "C4H8N2O",
  "method": "ωB97M-V/def2-TZVPD",
  "elements": ["C", "H", "C", "O", "H", "H", "H", "H", "C", "N", "H", "C", "H", "H", "N"],
  "xyz": [[-0.6912, -1.0572, -0.2597], [1.1149, -2.1743, -0.2168], [1.6217, -0.2714, 0.0629], [2.8155, -0.4250, -0.0672], [-1.2532, -1.9774, -0.0316], [-0.6077, 1.7602, -0.7751], [-1.1974, -0.0183, 1.6020], [1.3842, 1.3368, -1.3530], [-1.2142, 0.1496, 0.5219], [1.0683, 0.9263, 0.5258], [-0.7883, -0.7913, -1.3697], [-0.3130, 1.3251, 0.2051], [-2.2438, 0.3554, 0.2199], [-0.4019, 2.1544, 0.8885], [0.7061, -1.2931, 0.0470]],
  "nbo_charge": [-0.214, 0.404, 0.699, -0.602, 0.216, 0.206, 0.217, 0.129, -0.426, -0.318, 0.174, -0.285, 0.222, 0.215, -0.636],
  "e_tot_ev": -9301.0850,
  "orbital_gap_ev": [8.92, 8.48],
  "lumo_energy_ev": [-0.9, -1.3]
}


No. 2
{
  "formula": "C4H8N2O",
  "method": "ωB97M-V/def2-TZVPD",
  "elements": ["C", "H", "C", "H", "O", "N", "H", "C", "C", "H", "N", "H", "H", "H", "H"],
  "xyz": [[0.7622, -0.5343, -0.3248], [0.5164, 2.8238, 0.3838], [0.4872, 0.7263, 0.4170], [1.1738, 2.0417, -1.0797], [-0.1890, 0.6884, 1.4786], [-1.5207, -1.0803, 0.2798], [-2.1572, -0.4041, -0.1390], [-0.4033, -1.4610, -0.6435], [1.1399, 2.0133, 0.0073], [-0.7349, -1.2786, -1.6616], [1.9700, -0.8155, -0.3345], [-1.0591, -0.5001, 1.0966], [-2.0092, -1.8923, 0.6310], [-0.1309, -2.5095, -0.4800], [2.1549, 2.1822, 0.3688]],
  "nbo_charge": [-0.048, 0.221, 0.513, 0.225, -0.673, -0.728, 0.416, -0.286, -0.697, 0.205, -0.518, 0.470, 0.418, 0.227, 0.256],
  "e_tot_ev": -9302.1473,
  "orbital_gap_ev": [6.44, 6.44],
  "lumo_energy_ev": [0.0, 0.0]
}


No. 3
{
  "formula": "C4H8N2O",
  "method": "ωB97M-V/def2-TZVPD",
  "elements": ["H", "C", "H", "O", "H", "N", "H", "N", "C", "H", "C", "H", "C", "H", "H"],
  "xyz": [[-1.1090, 1.8506, 1.1877], [-0.2019, 0.3389, -0.0392], [3.4858, -1.6509, 0.2338], [1.1177, 0.4674, -0.4654], [-3.0176, -0.4476, -1.4595], [1.7843, -0.6262, 0.1756], [0.3752, 1.1442, 1.8381], [-2.4387, -0.3513, -0.6406], [2.9168, -0.9065, -0.2981], [-2.8106, 0.2509, 0.0777], [-0.5447, 0.9235, 1.3023], [3.4002, -0.3708, -1.1110], [-1.0852, -0.2200, -0.8794], [-0.7378, -0.6280, -1.8171], [-1.1344, 0.2257, 1.8951]],
  "nbo_charge": [0.211, 0.194, 0.192, -0.395, 0.383, -0.121, 0.237, -0.818, -0.136, 0.378, -0.681, 0.175, -0.035, 0.199, 0.218],
  "smiles": "C=NO/C(C)=C/N",
  "e_tot_ev": -9302.6602,
  "orbital_gap_ev": 8.88,
  "lumo_energy_ev": 1.1
}


No. 4
{
  "formula": "C4H8N2O",
  "method": "ωB97M-V/def2-TZVPD",
  "elements": ["H", "H", "H", "C", "H", "H", "C", "O", "C", "H", "C", "N", "H", "H", "N"],
  "xyz": [[-1.7313, -0.8825, 1.3128], [-1.5403, -1.9554, -0.0689], [2.7982, -0.0575, 0.7852], [-0.9976, -1.2620, 0.6022], [-0.2652, -1.8721, 1.1475], [1.6710, 1.0127, 1.3294], [1.1751, -0.1451, -0.3249], [1.7718, -0.3626, -1.3541], [-0.9817, 0.7039, -1.1802], [-2.0399, 0.8554, -0.9799], [-0.2998, -0.1553, -0.2046], [1.8110, 0.0886, 0.9241], [-0.5374, 1.9454, 0.4899], [-0.7058, 0.6846, -2.2278], [-0.1283, 1.4019, -0.2509]],
  "nbo_charge": [0.220, 0.229, 0.382, -0.625, 0.236, 0.387, 0.694, -0.600, -0.235, 0.195, -0.006, -0.877, 0.365, 0.213, -0.578],
  "smiles": "C[C@@]1(C(N)=O)CN1",
  "e_tot_ev": -9303.4753,
  "orbital_gap_ev": 10.24,
  "lumo_energy_ev": 0.9
}


No. 5
{
  "formula": "C4H8N2O",
  "method": "ωB97M-V/def2-TZVPD",
  "elements": ["N", "H", "H", "C", "H", "H", "H", "H", "C", "C", "H", "O", "H", "C", "N"],
  "xyz": [[-2.5967, -1.5564, -0.4288], [-1.2002, 0.0536, 1.8022], [0.2778, 0.9538, -1.5882], [-0.2037, 1.0381, -0.6034], [1.1232, -1.8849, 0.5821], [1.8037, -0.5878, -0.4209], [1.5555, 1.7914, 0.1050], [0.7670, -1.8259, -1.1617], [0.9244, -1.2232, -0.2618], [-1.5601, -1.0637, -0.2815], [-1.2040, 1.4527, -0.7893], [-0.3264, -0.2433, 1.5038], [0.3863, 1.5532, 1.2059], [-0.3050, -0.3728, 0.0717], [0.5583, 1.9153, 0.2648]],
  "nbo_charge": [-0.304, 0.486, 0.205, -0.229, 0.238, 0.214, 0.353, 0.230, -0.614, 0.250, 0.197, -0.705, 0.373, 0.129, -0.822],
  "smiles": "C[C@](O)(C#N)CN",
  "e_tot_ev": -9304.6676,
  "orbital_gap_ev": 10.52,
  "lumo_energy_ev": 0.7
}


No. 6
{
  "formula": "C4H8N2O",
  "method": "ωB97M-V/def2-TZVPD",
  "elements": ["C", "H", "H", "H", "N", "H", "H", "H", "C", "C", "O", "N", "H", "C", "H"],
  "xyz": [[0.2977, -1.8451, 1.0558], [-0.7516, -2.1557, 1.0511], [-1.7317, 2.2532, -1.1585], [0.4295, -1.1200, 1.8659], [0.7854, 1.5997, 1.5435], [0.9160, -2.7272, 1.2772], [-1.5595, 0.8154, -2.1970], [-1.8187, 0.6387, -0.4244], [-1.3424, 1.2289, -1.2107], [0.1442, 1.2988, -1.0072], [0.9704, 1.3304, -1.8853], [0.6117, -1.1932, -0.2126], [1.5973, -0.9449, -0.2384], [0.5385, 1.4677, 0.4206], [0.4558, -1.8213, -0.9950]],
  "nbo_charge": [-0.418, 0.191, 0.245, 0.209, -0.297, 0.175, 0.242, 0.241, -0.700, 0.531, -0.497, -0.836, 0.365, 0.186, 0.363],
  "smiles": "CC(=O)C#N.CN",
  "e_tot_ev": -9304.4335,
  "orbital_gap_ev": 10.22,
  "lumo_energy_ev": 0.3
}


No. 7
{
  "formula": "C4H8N2O",
  "method": "ωB97M-V/def2-TZVPD",
  "elements": ["C", "H", "C", "C", "C", "H", "H", "H", "N", "N", "H", "H", "H", "H", "O"],
  "xyz": [[2.0387, -0.7215, -0.9860], [0.6703, -0.2402, 1.0740], [-0.4618, 1.5079, 0.3954], [0.9377, 0.1352, -0.9072], [-0.7877, -1.3567, 0.1724], [0.3411, 0.2400, -1.8086], [-0.7344, 1.8645, -0.5686], [0.4085, 1.9926, 0.7744], [3.0001, -1.3894, -0.9755], [0.0634, -0.1513, 0.2574], [-0.1513, -2.2220, -0.0322], [-1.3385, -1.4988, 1.1045], [-1.4907, -1.2320, -0.6533], [-1.2706, 1.4299, 2.0755], [-1.5322, 1.5355, 1.1502]],
  "nbo_charge": [0.214, 0.401, 0.182, -0.575, -0.421, 0.198, 0.200, 0.188, -0.445, -0.408, 0.240, 0.200, 0.217, 0.475, -0.667],
  "e_tot_ev": -9301.7163,
  "orbital_gap_ev": 6.99,
  "lumo_energy_ev": -0.1
}


No. 8
{
  "formula": "C4H8N2O",
  "method": "ωB97M-V/def2-TZVPD",
  "elements": ["H", "H", "H", "H", "C", "N", "H", "H", "H", "C", "C", "N", "C", "H", "O"],
  "xyz": [[-1.6169, -0.7779, 1.5033], [-1.4458, 0.6248, -1.2287], [-2.7561, 0.5771, 0.9971], [2.2165, 0.4201, -1.5055], [-0.9948, 0.1894, -0.3255], [1.3900, -0.1641, -1.5337], [0.6243, 0.2611, -2.0377], [1.5794, -1.0950, -1.8913], [0.6574, -0.0018, 2.1323], [0.2812, -0.7195, 0.0658], [0.5869, 0.3732, 1.1087], [-0.6726, 1.0964, 0.8028], [-1.7702, 0.1287, 0.9213], [1.4536, 1.0039, 0.8846], [0.4672, -1.9166, 0.1065]],
  "nbo_charge": [0.204, 0.210, 0.216, 0.387, -0.228, -0.966, 0.387, 0.401, 0.203, 0.606, -0.333, -0.384, -0.276, 0.207, -0.635],
  "smiles": "O=C1CN2C[C@H]12.N",
  "e_tot_ev": -9302.3677,
  "orbital_gap_ev": 9.74,
  "lumo_energy_ev": 0.8
}


No. 9
{
  "formula": "C4H8N2O",
  "method": "ωB97M-V/def2-TZVPD",
  "elements": ["H", "C", "H", "H", "N", "H", "C", "N", "H", "C", "H", "H", "O", "H", "C"],
  "xyz": [[1.8061, -2.0271, -0.6506], [-1.9309, -0.2245, 0.2242], [1.6428, -1.2350, 0.7654], [-2.3078, -0.9363, -0.5214], [1.1760, -1.4423, -0.1129], [1.0409, 2.0086, 1.6510], [0.6145, 0.9093, 0.1695], [1.3831, 1.2081, 1.1172], [-2.7937, -0.0242, 0.8709], [-1.7275, 1.1290, -0.4019], [-1.1266, -0.6823, 0.8078], [1.7598, 0.1638, -1.4352], [-0.5232, 1.6560, -0.1818], [0.0642, -0.3090, -1.4858], [0.9224, -0.1939, -0.8164]],
  "nbo_charge": [0.365, -0.819, 0.376, 0.257, -0.830, 0.362, 0.555, -0.649, 0.264, 0.323, 0.216, 0.208, -0.522, 0.197, -0.303],
  "e_tot_ev": -9301.9807,
  "orbital_gap_ev": 9.10,
  "lumo_energy_ev": 0.6
}


No. 10
{
  "formula": "C4H8N2O",
  "method": "ωB97M-V/def2-TZVPD",
  "elements": ["H", "H", "C", "N", "H", "H", "H", "H", "H", "N", "C", "C", "C", "O", "H"],
  "xyz": [[0.3145, 1.7695, 1.3597], [0.8062, -0.1618, 2.2552], [-0.6281, 0.1417, -1.5140], [0.2949, -0.9102, 0.3062], [-0.8012, 2.2357, 0.0781], [2.0715, -0.3125, 1.0298], [1.0802, -1.8186, 1.7914], [-0.0672, -1.8293, -1.5427], [-1.3398, 1.1698, 1.3759], [-0.4080, -1.0569, -2.1033], [-0.4962, 1.4146, 0.7204], [1.1461, -0.7958, 1.4377], [-0.2372, 0.1783, -0.0819], [-1.0379, 1.1522, -2.0588], [-0.6977, -1.1766, -3.0538]],
  "nbo_charge": [0.228, 0.182, 0.609, -0.408, 0.262, 0.219, 0.214, 0.428, 0.239, -0.814, -0.706, -0.460, 0.215, -0.606, 0.401],
  "smiles": "C/N=C(\\C)C(N)=O",
  "e_tot_ev": -9304.9326,
  "orbital_gap_ev": 10.07,
  "lumo_energy_ev": 0.5
}


No. 11
{
  "formula": "C4H8N2O",
  "method": "ωB97M-V/def2-TZVPD",
  "elements": ["N", "C", "C", "H", "H", "H", "H", "C", "O", "C", "N", "H", "H", "H", "H"],
  "xyz": [[-1.1346, -1.0914, -0.8358], [-0.1879, 0.1165, 0.5328], [1.2719, -0.4088, -1.5884], [-2.3626, -0.1931, 0.7909], [1.5455, -1.4735, -1.6293], [0.3025, 2.3077, 2.9047], [1.1440, 1.3921, 0.4326], [0.0633, -0.2757, -0.7213], [0.0745, 1.5580, 2.3416], [-1.4270, -0.7245, 0.5976], [0.6485, 0.9693, 1.2119], [-1.3667, -1.6253, 1.2213], [1.0900, -0.0832, -2.6154], [2.1444, 0.1399, -1.2093], [-1.8059, -0.6080, -1.4339]],
  "nbo_charge": [-0.603, 0.093, -0.655, 0.195, 0.231, 0.511, 0.374, 0.047, -0.631, -0.231, -0.315, 0.211, 0.217, 0.213, 0.342],
  "e_tot_ev": -9300.3976,
  "orbital_gap_ev": 7.72,
  "lumo_energy_ev": 0.8
}


No. 12
{
  "formula": "C4H8N2O",
  "method": "ωB97M-V/def2-TZVPD",
  "elements": ["H", "C", "O", "H", "H", "H", "H", "N", "C", "N", "H", "H", "C", "C", "H"],
  "xyz": [[1.4298, 1.5143, 0.7159], [-2.0823, -1.1664, -0.2709], [-2.9666, -1.7930, -0.7633], [0.5611, 0.6446, 1.9977], [0.2690, 1.6539, -1.0404], [1.6500, -0.5808, -0.5892], [-0.3086, -0.9190, -1.5853], [-1.3939, -0.5600, 0.5185], [1.2864, 0.5387, 1.1896], [-0.5684, 1.1035, -1.1898], [2.2447, 0.2638, 1.6434], [0.8216, -1.5046, 0.6632], [0.8777, -0.5232, 0.1858], [-0.4734, -0.2432, -0.7412], [-1.3469, 1.5714, -0.7342]],
  "nbo_charge": [0.194, 0.785, -0.519, 0.220, 0.375, 0.182, 0.215, -0.489, -0.622, -0.852, 0.222, 0.216, -0.366, 0.057, 0.382],
  "e_tot_ev": -9303.4973,
  "orbital_gap_ev": 10.48,
  "lumo_energy_ev": 0.9
}